(1)
{
  "formula": "C17H23Br2F4NO5S",
  "method": "ωB97M-V/def2-TZVPD",
  "elements": ["C", "C", "Br", "C", "Br", "C", "N", "C", "O", "C", "C", "C", "O", "C", "C", "C", "S", "C", "C", "F", "F", "C", "F", "F", "H", "H", "H", "H", "H", "H", "H", "H", "H", "H", "H", "H", "H", "H", "H", "H", "H", "H", "H", "C", "C", "O", "C", "O", "O", "H", "H", "H", "H"],
  "coordinates": [[-1.34967, -5.10288, -1.23381], [-2.61705, -4.13162, -1.31377], [-3.94239, -5.05408, -2.51563], [-2.28828, -2.69936, -2.04403], [-4.05506, -2.07139, -2.78713], [-1.71449, -1.70287, -0.93162], [-0.62898, -2.26467, -0.04821], [-0.21965, -1.11226, 0.78158], [0.33346, -1.33408, 1.87003], [-0.61108, 0.26491, 0.05441], [0.74625, 1.13580, 0.14100], [2.06670, 0.33460, -0.24028], [3.14697, 0.98411, -0.27645], [-1.67289, 1.08151, 0.94154], [-2.43992, 0.21857, 2.05189], [-3.81493, 1.01577, 2.42695], [-3.65437, 1.61055, 4.17765], [-1.03846, -0.31492, -1.37526], [-1.76532, 0.62133, -2.43169], [-3.10510, 0.91540, -2.06473], [-1.68422, -0.06413, -3.68926], [-1.05866, 2.03523, -2.67921], [-1.32514, 2.96500, -1.62101], [0.31358, 1.94113, -2.99987], [-1.39558, -5.96319, -1.97168], [-1.34653, -5.56943, -0.18209], [-0.36167, -4.51668, -1.29074], [-3.08404, -3.86231, -0.31552], [-1.59789, -2.84945, -2.93679], [-2.64349, -1.46671, -0.30933], [0.19599, -2.56834, -0.60260], [0.72478, 2.05795, -0.54759], [0.92091, 1.56694, 1.19271], [2.13072, -0.76435, -0.53144], [-1.17217, 1.95491, 1.49804], [-2.43678, 1.56594, 0.24564], [-2.77150, -0.81305, 1.71463], [-1.80614, 0.19080, 3.00844], [-3.99829, 1.86315, 1.68003], [-4.70372, 0.29023, 2.36838], [-4.92216, 1.46496, 4.71492], [-0.03592, -0.61906, -1.82515], [-1.57254, 2.49013, -3.60085], [5.79885, 1.78253, 1.11045], [5.49429, 3.24860, 1.16565], [6.55848, 3.76642, 1.95457], [7.59747, 2.89273, 1.85125], [8.70208, 3.10751, 2.25546], [7.21638, 1.74497, 1.22814], [5.47434, 1.32462, 0.17679], [5.36026, 1.23176, 1.94754], [5.52315, 3.71976, 0.17892], [4.52941, 3.45699, 1.62912]],
  "atomic_forces_ev_per_a": [[0.1, 0.1, 1.5], [0.8, 0.8, -1.2], [0.6, -0.7, 1.1], [0.4, -1.1, 0.6], [1.4, 1.0, 0.6], [-0.7, 0.6, -0.9], [-0.6, 1.3, -0.3], [0.6, -1.6, 1.8], [-1.4, 1.6, -3.4], [1.1, 0.5, 1.8], [0.5, -0.3, -0.7], [2.6, 2.9, -0.2], [-3.4, -2.3, 0.2], [-0.8, -0.1, -0.1], [-0.8, 1.4, 0.3], [-0.3, -1.0, -0.5], [-0.7, 0.0, -0.1], [0.3, 0.0, 0.2], [0.7, -0.4, 0.7], [2.5, -0.6, -1.1], [-0.6, 1.5, 2.2], [-1.2, 1.3, -1.5], [1.2, -2.2, -1.6], [-2.3, 0.0, 1.4], [0.1, 1.4, 0.8], [0.0, 0.6, -1.6], [-1.6, -1.0, -0.2], [0.4, -0.8, -1.3], [-0.9, 0.2, 1.2], [1.4, -0.3, -0.5], [-0.8, 0.1, 0.5], [0.0, -1.5, 1.0], [-0.4, -1.0, -1.5], [-0.5, 1.0, 0.4], [-0.6, -1.4, -1.0], [1.0, -0.8, 0.9], [0.8, 1.2, 0.4], [-0.9, -0.4, -1.6], [0.2, -1.1, 1.3], [1.3, 1.2, 0.1], [0.8, 0.0, -0.8], [-1.3, 0.5, 0.0], [0.8, -0.7, 1.4], [-0.5, -0.7, -0.3], [-0.7, 0.4, -0.2], [0.4, -0.3, 0.0], [0.9, 0.1, 0.3], [-0.7, -0.1, -0.3], [0.2, 0.6, 0.2], [0.2, 0.0, 0.1], [0.0, 0.1, 0.0], [0.0, 0.0, 0.0], [0.2, 0.1, 0.1]],
  "nbo_charge": [-0.649, -0.236, -0.005, -0.245, 0.024, -0.083, -0.689, 0.720, -0.527, -0.120, -0.518, 0.423, -0.546, -0.419, -0.430, -0.519, -0.074, -0.295, 0.664, -0.327, -0.339, 0.507, -0.342, -0.332, 0.247, 0.237, 0.206, 0.232, 0.238, 0.225, 0.384, 0.268, 0.268, 0.138, 0.231, 0.233, 0.213, 0.243, 0.216, 0.231, 0.143, 0.232, 0.175, -0.105, -0.098, -0.489, 0.962, -0.573, -0.487, 0.223, 0.181, 0.183, 0.202],
  "homo_energy_ev": -9.4,
  "homo_lumo_gap_ev": 9.25
}

(2)
{
  "formula": "C17H23ClN4O",
  "method": "ωB97M-V/def2-TZVPD",
  "elements": ["O", "Cl", "N", "C", "C", "C", "C", "C", "C", "C", "C", "C", "C", "N", "N", "N", "C", "C", "C", "C", "C", "C", "C", "H", "H", "H", "H", "H", "H", "H", "H", "H", "H", "H", "H", "H", "H", "H", "H", "H", "H", "H", "H", "H", "H", "H"],
  "coordinates": [[-0.89182, -5.27671, 0.05172], [1.00429, -4.43968, 3.63591], [-1.58810, 3.07800, 1.26930], [-0.88557, -4.08912, 0.21017], [-1.30582, 1.82991, 1.50757], [0.04700, 1.30616, 1.55866], [1.19177, 1.99004, 1.08964], [0.91931, -1.51195, 4.03932], [0.56105, -0.21878, 3.47299], [0.58190, -2.72873, 3.28260], [0.15146, -0.10331, 2.17295], [-0.06057, -2.56145, 2.04157], [-0.37084, -1.23249, 1.52475], [-0.53730, -3.79930, 1.52604], [1.09557, 3.23126, 0.42886], [-0.95866, -0.96177, 0.24968], [3.25548, 2.84859, -1.07065], [1.70424, 4.96014, -0.94699], [3.15939, 4.50027, 0.81611], [2.29588, 3.80272, -0.22706], [-0.78967, -1.23446, -2.16680], [-1.59756, -3.11624, -0.72537], [-0.63488, -1.99472, -0.88570], [-0.73890, 3.58812, 1.45452], [-2.19599, 1.25319, 1.61578], [2.15434, 1.59868, 1.15187], [1.37468, -1.70655, 5.04040], [0.68827, 0.78431, 3.92646], [-0.22244, -4.54423, 2.04787], [0.18088, 3.39357, 0.04465], [-1.71105, -0.39211, 0.13557], [3.97933, 3.48029, -1.65525], [3.79444, 2.10957, -0.45138], [2.47782, 2.32157, -1.61704], [2.42171, 5.79010, -1.37258], [1.02156, 5.48184, -0.30153], [1.08112, 4.60980, -1.73738], [3.82208, 5.07567, 0.25678], [3.77323, 3.90795, 1.43732], [2.59673, 4.98576, 1.63829], [-1.88666, -0.98226, -2.28060], [-0.58111, -1.72276, -3.08425], [-0.17884, -0.33112, -2.17212], [-1.80231, -3.58252, -1.65655], [-2.54390, -2.81345, -0.21089], [0.49063, -2.24167, -0.72307]],
  "atomic_forces_ev_per_a": [[0.2, -1.9, -2.1], [0.4, 1.6, 1.3], [-0.3, -1.0, 1.0], [-2.0, -1.2, 2.0], [0.4, 2.6, -1.1], [1.7, -1.0, 0.3], [-4.5, 0.9, -0.2], [-0.9, -1.3, -0.7], [1.7, -1.3, 1.7], [0.8, 3.0, 0.0], [-0.9, 0.4, -0.5], [-1.4, 0.3, 0.1], [0.7, -0.4, -1.0], [-0.5, 5.5, -2.5], [1.7, -2.6, 0.9], [4.4, -4.6, -0.4], [-1.6, 0.9, 0.7], [0.8, 2.2, -2.2], [-1.2, -0.7, 1.8], [1.1, 0.5, 1.7], [-1.6, 1.2, -0.1], [0.9, -0.6, 1.8], [0.8, 3.3, 1.8], [0.2, 0.6, -0.3], [-0.2, -1.3, 0.0], [1.4, -0.8, 0.3], [-0.5, 0.7, -1.0], [0.4, -1.2, 0.5], [0.5, -2.2, 0.6], [0.0, 0.3, -0.5], [-2.4, 1.7, -0.2], [-0.9, -0.8, 0.3], [-0.2, 0.6, -0.1], [0.7, -0.4, -1.1], [-1.1, -2.0, 0.8], [-0.1, 0.3, 0.6], [-0.4, -0.2, -1.1], [1.1, 1.7, -0.5], [0.9, -1.6, 0.3], [-0.1, 0.6, -1.1], [1.0, 0.2, 0.2], [0.5, -1.1, -0.6], [-0.2, 0.1, 0.2], [-0.2, -0.8, -0.7], [0.8, -0.1, -0.6], [-2.0, 0.0, -0.2]],
  "nbo_charge": [-0.583, -0.007, -0.645, 0.692, 0.091, -0.216, 0.104, -0.229, -0.216, -0.037, -0.039, 0.090, 0.139, -0.620, -0.627, -0.651, -0.631, -0.612, -0.622, 0.119, -0.617, -0.512, -0.034, 0.320, 0.179, 0.204, 0.235, 0.230, 0.410, 0.406, 0.386, 0.230, 0.215, 0.217, 0.219, 0.223, 0.207, 0.208, 0.205, 0.221, 0.201, 0.221, 0.225, 0.238, 0.248, 0.213],
  "smiles": "[H]/N=C\\C(=C/NC(C)(C)C)c1ccc(Cl)c2c1N[C@H](C)CC(=O)N2",
  "homo_energy_ev": -8.0,
  "homo_lumo_gap_ev": 8.40,
  "e_above_lowest_kcal_mol": 0.0
}